1.
{
  "formula": "C13H18IIrN3",
  "method": "ωB97M-V/def2-TZVPD",
  "symbols": ["C", "C", "H", "H", "H", "H", "H", "H", "Ir", "C", "H", "H", "H", "I", "N", "C", "C", "C", "C", "C", "N", "C", "C", "C", "C", "C", "N", "H", "H", "H", "H", "H", "H", "H", "H", "H"],
  "xyz": [[-1.05690, -1.47929, -2.10716], [1.56533, 1.00677, -2.25452], [-0.45770, -1.79661, -2.97454], [-2.07440, -1.24305, -2.44457], [-1.06004, -2.30050, -1.37844], [2.29863, 1.37945, -1.52998], [2.07099, 0.25192, -2.87523], [1.25471, 1.81428, -2.92714], [-0.05061, 0.11247, -1.52120], [-1.32152, 1.38400, -2.45529], [-0.73106, 2.04083, -3.11064], [-1.91154, 2.01722, -1.77111], [-2.01097, 0.79453, -3.07693], [1.82410, -1.55069, -0.72325], [0.17050, -0.12358, 1.67715], [-1.13565, -0.48649, 1.31891], [-1.98167, -1.00020, 2.30998], [-3.31385, -1.23258, 1.99347], [-3.74936, -0.88337, 0.70942], [-2.85478, -0.33915, -0.19930], [-1.53518, -0.25185, 0.07491], [0.65464, 1.12577, 1.27187], [1.38534, 1.89570, 2.18351], [1.69035, 3.20913, 1.84348], [1.19544, 3.70304, 0.62794], [0.48170, 2.87116, -0.22330], [0.35072, 1.55392, 0.04815], [0.40891, -0.35997, 2.63646], [-1.53938, -1.18270, 3.28911], [-3.99573, -1.66537, 2.72382], [-4.76916, -1.05576, 0.37520], [-3.17656, -0.04848, -1.19975], [1.67304, 1.41584, 3.12136], [2.27497, 3.84084, 2.51420], [1.38560, 4.72050, 0.29459], [0.07027, 3.23025, -1.16810]],
  "forces_ev_per_a": [[-1.14, -2.55, -1.19], [2.32, 1.10, -1.37], [-0.19, -0.15, -0.08], [0.25, -0.30, 0.11], [-0.23, 0.06, -0.35], [-0.05, -0.01, -0.28], [0.12, 0.32, -0.14], [0.21, 0.06, 0.15], [0.01, 0.18, -0.71], [-0.52, 0.69, -0.63], [-0.42, -0.18, -0.01], [0.23, -0.31, -0.09], [0.19, 0.36, -0.01], [0.81, -0.96, 0.36], [-0.96, 1.73, 0.08], [-0.27, -0.75, 0.24], [0.29, -0.24, 0.12], [0.06, 0.05, -0.22], [-0.26, -0.17, 0.36], [0.84, -0.49, 0.11], [-1.94, 0.95, 1.11], [0.66, -0.60, 0.18], [0.54, 0.00, 0.31], [-0.06, 0.04, -0.01], [0.42, 0.40, 0.55], [0.22, -1.25, -0.03], [-1.23, 2.06, 0.90], [0.11, -0.12, -0.07], [-0.43, -0.12, -0.07], [0.17, 0.13, -0.18], [0.08, 0.15, 0.28], [0.14, -0.05, 0.38], [0.06, 0.47, -0.11], [-0.20, -0.21, -0.23], [-0.07, -0.09, 0.29], [0.22, -0.18, 0.24]],
  "mulliken_spin": [0.27, 0.20, 0.03, 0.02, 0.01, 0.01, 0.02, 0.02, 2.15, 0.01, 0.02, 0.00, 0.02, 0.88, 0.38, 0.01, 0.12, -0.03, 0.11, 0.02, 0.13, 0.08, 0.14, -0.01, 0.15, 0.09, 0.15, -0.03, 0.00, 0.00, 0.00, 0.01, 0.00, 0.00, 0.00, 0.02],
  "e_tot_ha": -1071.58897,
  "homo_ev": [-12.3909, -16.2748],
  "charge": 2,
  "s2": 8.789,
  "multiplicity": 6,
  "e_lumo_ev": [-7.07, -11.35],
  "max_force_ev_per_a": 3.04
}


2.
{
  "formula": "C13H18N2",
  "method": "ωB97M-V/def2-TZVPD",
  "symbols": ["C", "C", "C", "C", "C", "C", "C", "C", "C", "C", "C", "C", "C", "N", "N", "H", "H", "H", "H", "H", "H", "H", "H", "H", "H", "H", "H", "H", "H", "H", "H", "H", "H"],
  "xyz": [[4.81796, -0.35291, -0.46083], [4.07436, -1.44787, -0.06611], [4.19056, 0.90543, -0.36402], [2.70238, -1.38151, 0.30399], [2.89996, 0.98878, 0.17103], [2.17714, -0.14374, 0.59856], [-2.26832, -1.72973, 0.28169], [-1.91987, -0.21372, 0.11146], [-0.37767, -0.32115, -0.26569], [-2.30843, 0.76379, 1.17105], [-2.63408, 0.16868, -1.18220], [-0.01033, 0.78802, -1.24747], [0.73890, -0.17051, 1.05152], [-1.14650, -2.47241, -0.24651], [-0.26379, -1.69006, -0.61786], [5.74988, -0.29933, -0.89685], [4.40630, -2.43321, -0.28708], [4.72083, 1.87230, -0.31797], [2.17455, -2.39871, 0.52949], [2.35141, 1.95216, 0.42794], [-2.50549, -2.15042, 1.33738], [-3.26398, -1.98464, -0.18438], [-1.91014, 1.69030, 0.95364], [-2.15280, 0.35928, 2.21935], [-3.42399, 1.00960, 1.12522], [-2.78290, 1.28051, -1.37201], [-3.74099, -0.04639, -1.01489], [-2.33784, -0.47081, -2.05414], [0.98809, 0.78420, -1.55098], [-0.17211, 1.79246, -0.70594], [-0.60326, 0.68119, -2.15814], [0.75871, -1.01006, 1.78562], [0.46320, 0.73229, 1.50728]],
  "forces_ev_per_a": [[-2.75, 1.67, 0.75], [-1.30, -0.50, -1.26], [-0.70, 0.67, 1.95], [1.84, -1.83, 1.14], [-1.13, 0.63, 1.26], [-0.90, -0.29, -1.85], [-2.00, 0.03, 2.58], [0.39, -0.97, -0.98], [-0.12, 1.28, 3.14], [-2.75, -1.98, 1.87], [-3.06, 0.52, -0.44], [-1.26, 0.46, 0.78], [-0.43, -1.18, -1.51], [-0.11, 0.81, -0.89], [1.89, -1.86, -1.09], [2.12, -0.81, -0.53], [0.71, -0.68, 0.10], [0.04, -0.70, -0.99], [0.83, 2.25, -0.48], [1.24, -0.92, -0.66], [0.85, 1.05, -1.16], [1.29, 0.07, -0.21], [1.48, 2.02, 0.08], [0.27, 0.85, -1.16], [1.14, -0.71, 0.00], [1.21, -1.23, -0.17], [1.15, -0.24, -0.13], [-0.16, 0.98, 0.59], [1.71, -0.24, -0.28], [-0.07, -1.44, -1.01], [0.06, 0.48, 0.25], [-1.03, 0.56, -0.58], [-0.47, 1.29, 0.89]],
  "lowdin_charge": [-0.08, -0.08, -0.08, -0.05, -0.07, -0.28, -0.17, -0.49, -0.38, -0.06, -0.11, -0.02, -0.03, 0.04, 0.04, 0.07, 0.09, 0.11, 0.15, 0.13, 0.14, 0.12, 0.05, 0.11, 0.11, 0.11, 0.09, 0.11, 0.05, 0.13, 0.07, 0.12, 0.08],
  "e_tot_ha": -615.55089,
  "smiles": "CC1(C)CN=N[C@]1(C)Cc1ccccc1",
  "homo_ev": -8.8018,
  "e_lumo_ev": 0.73,
  "max_force_ev_per_a": 3.87
}


3.
{
  "formula": "C13H19AsCuN2O3",
  "method": "ωB97M-V/def2-TZVPD",
  "symbols": ["Cu", "N", "C", "C", "O", "N", "C", "C", "O", "O", "H", "H", "H", "H", "H", "H", "C", "As", "C", "C", "C", "C", "C", "C", "C", "C", "H", "H", "H", "H", "H", "H", "H", "H", "H", "H", "H", "H", "H"],
  "xyz": [[-12.14752, 9.68159, -6.79183], [-14.35299, 7.43694, -6.14187], [-14.98174, 8.73216, -5.90119], [-15.14869, 9.59049, -7.19618], [-16.29757, 9.67581, -7.70781], [-13.97899, 10.24422, -7.53771], [-13.80080, 10.97174, -8.84733], [-12.30497, 11.07012, -9.17985], [-12.03044, 11.51821, -10.27870], [-11.49007, 10.79174, -8.18854], [-13.52836, 7.74546, -6.69981], [-14.97284, 6.96957, -6.80427], [-14.50710, 9.27909, -5.03531], [-16.02893, 8.49696, -5.67727], [-14.05530, 12.04746, -8.74118], [-14.42922, 10.58073, -9.59202], [-9.38729, 8.77835, -4.39673], [-11.25268, 8.59776, -5.06428], [-12.29982, 8.60171, -3.42655], [-11.23939, 6.59076, -5.26063], [-10.61958, 5.97832, -4.05776], [-11.34153, 5.73109, -2.88989], [-10.64198, 5.33284, -1.78778], [-9.25182, 5.15576, -1.78222], [-8.55500, 5.41827, -2.93064], [-9.21997, 5.84929, -4.05735], [-9.40160, 8.22619, -3.43946], [-9.20835, 9.85192, -4.27668], [-8.73241, 8.39642, -5.14286], [-11.81266, 8.02638, -2.67992], [-13.27999, 8.20151, -3.72828], [-12.39897, 9.64027, -3.07982], [-10.75769, 6.27169, -6.22689], [-12.25855, 6.32814, -5.51601], [-12.42838, 5.77153, -2.80706], [-11.26329, 5.25068, -0.90882], [-8.83347, 4.63649, -0.95475], [-7.52349, 5.06085, -2.95821], [-8.74653, 6.05007, -4.99205]],
  "forces_ev_per_a": [[-0.71, 0.51, -0.08], [1.04, 0.48, -0.68], [-1.57, 0.58, 0.13], [1.11, 2.07, -0.30], [1.47, -0.32, 0.25], [-1.31, -1.39, -0.13], [0.36, 0.26, 3.12], [-0.24, -0.30, 1.29], [0.76, 0.05, -0.44], [0.15, 0.60, -2.05], [-0.44, -0.86, 0.21], [0.28, -0.08, 0.04], [-0.40, -0.44, -1.11], [0.14, 0.26, 0.56], [-0.23, -0.43, 0.10], [-0.54, -0.66, -1.24], [-1.75, 0.79, 0.84], [0.45, -1.04, -0.20], [-0.38, 1.15, -0.72], [0.19, -0.09, -1.61], [0.13, 0.44, -0.56], [0.21, -0.31, -0.64], [0.11, 0.23, 1.00], [-1.76, -0.18, 0.01], [0.93, -1.07, -0.19], [-1.27, -0.35, 0.18], [0.59, 0.46, -0.54], [0.08, -0.24, 0.18], [0.59, -0.44, -0.37], [0.22, -0.50, 0.71], [0.35, 0.07, 0.36], [-0.12, -0.30, -0.12], [0.26, 0.64, 0.99], [-0.50, -0.04, 0.83], [0.31, 0.24, -0.42], [0.35, -0.54, 0.48], [0.63, 0.07, 0.66], [-0.05, 0.62, -0.20], [0.58, 0.02, -0.33]],
  "lowdin_charge": [0.17, -0.03, -0.26, -0.54, -0.07, -0.04, -0.13, -0.66, -0.01, -0.20, 0.02, 0.07, 0.09, 0.10, 0.12, 0.09, -0.26, 1.15, -0.28, -0.30, -0.32, -0.08, -0.10, -0.10, -0.10, -0.09, 0.03, 0.03, 0.01, -0.01, 0.02, 0.04, 0.10, 0.04, 0.12, 0.10, 0.09, 0.11, 0.10],
  "e_tot_ha": -4718.31251,
  "homo_ev": -4.3148,
  "charge": -1,
  "e_lumo_ev": 2.52,
  "max_force_ev_per_a": 3.15
}